Record 1
A structure of composition C5H6O2 at a distorted geometry. Source: OMol25; level of theory: wB97M-V/def2-TZVPD.

Structure (XYZ):
```
13
Properties=species:S:1:pos:R:3:forces:R:3
H 0.7112 -0.8766 -2.2786 -4.60 -1.24 3.58
C 0.9952 -0.1439 0.5696 -0.91 0.04 -2.35
C -0.4257 -0.4104 0.9726 -2.67 -0.15 -1.11
H -1.0160 -0.9896 1.8428 1.95 1.58 -1.99
H -0.2588 2.5779 -0.6667 0.07 0.07 -0.36
C -1.1313 0.7713 0.2243 1.11 0.83 2.26
O -0.2656 -1.1493 -1.5417 5.71 1.45 -1.30
H 0.3410 -2.2191 0.2135 0.70 0.04 -0.60
O 1.1097 1.0274 -0.1656 -2.67 3.00 -0.77
C -0.1913 1.5885 -0.2616 0.62 -1.62 0.20
C 0.2766 -1.2030 -0.1805 -1.95 -1.70 0.14
H 1.9790 -0.1056 0.8115 2.72 -1.93 2.60
H -2.1239 1.1323 0.4604 -0.08 -0.38 -0.30
```
Positions in Å, forces in eV/Å.

Summary:
highest occupied orbital energy	-8.44	eV
ΔE to the lowest compared entry with this formula, charge and spin	114.0	kcal/mol
electronic energy	-9372.153	eV
charge	0
orbital gap	0.33359	Ha
LUMO level	0.6	eV


Record 2
A structure of composition C5H6O2. Source: OMol25; level of theory: wB97M-V/def2-TZVPD.

Structure (XYZ):
```
13
Properties=species:S:1:pos:R:3:forces:R:3
C 1.9134 -0.9417 0.7297 -0.12 0.44 0.05
H -0.5454 -1.5937 0.1775 -0.11 0.11 -0.11
C 0.1400 1.5263 -0.4428 0.02 -0.04 -0.16
C 1.2331 0.0423 0.3934 0.34 -0.42 0.23
H -0.0314 0.0886 -1.9888 -0.01 0.00 0.11
H 2.7672 -1.2539 1.2993 -0.14 -0.03 0.00
C -1.0942 -0.7424 -0.2459 0.09 -0.21 -0.23
H -1.4815 -0.0542 1.5303 -0.03 -0.06 -0.04
O 0.8761 1.4137 0.6450 -0.04 -0.06 -0.04
C -0.0624 0.2300 -0.9076 -0.14 0.19 -0.21
O -1.9474 -0.1368 0.6895 0.18 0.08 0.28
H -0.0327 2.5280 -0.8260 -0.09 -0.14 0.04
H -1.7347 -1.1062 -1.0537 0.06 0.14 0.09
```
Positions in Å, forces in eV/Å.

Summary:
highest occupied orbital energy (alpha / beta)	-7.67 / -7.66	eV
ΔE to the lowest compared entry with this formula, charge and spin	156.1	kcal/mol
electronic energy	-9370.325	eV
charge	0
orbital gap (alpha / beta)	0.25970 / 0.25960	Ha
LUMO level (alpha / beta)	-0.6 / -0.6	eV


Record 3
An isolated molecule of C5H6O2. Source: OMol25; level of theory: wB97M-V/def2-TZVPD.

Structure (XYZ):
```
13
Properties=species:S:1:pos:R:3:forces:R:3
C 0.4489 0.3143 -1.3446 -0.30 0.32 0.08
H 0.1074 -1.3365 1.7768 -0.06 0.06 -0.60
H -0.1894 0.8257 -2.0662 0.02 -0.07 0.01
C -1.1241 0.7006 0.6441 -0.85 -0.03 0.51
H -1.1747 -0.9187 -0.5888 0.55 -0.37 0.14
H -2.0582 1.4433 2.5512 -0.37 0.11 0.14
C 0.5238 -0.7229 0.9402 -0.19 -0.10 0.09
C -1.7187 1.0229 1.6421 0.54 0.49 -0.33
O 1.0822 -0.7475 -2.0225 0.17 -0.13 0.13
H 1.7176 -1.1357 -1.4063 0.03 0.08 -0.19
O 1.6189 -0.2450 1.0253 0.54 -0.40 0.10
C -0.4041 -0.2394 -0.2034 0.06 0.17 0.00
H 1.1704 1.0390 -0.9479 -0.13 -0.14 -0.08
```
Positions in Å, forces in eV/Å.

Summary:
highest occupied orbital energy	-10.03	eV
ΔE to the lowest compared entry with this formula, charge and spin	67.0	kcal/mol
electronic energy	-9374.188	eV
charge	0
orbital gap	0.39262	Ha
LUMO level	0.7	eV